1.
{
  "formula": "C36H57BaBrN4O8P2",
  "method": "wB97M-V/def2-TZVPD",
  "symbols": ["Ba", "C", "C", "C", "C", "C", "C", "H", "H", "H", "H", "H", "H", "C", "O", "C", "C", "C", "Br", "C", "C", "C", "O", "C", "N", "C", "C", "C", "C", "C", "C", "N", "H", "H", "H", "H", "H", "H", "H", "H", "H", "H", "H", "N", "C", "C", "C", "N", "H", "H", "H", "H", "H", "H", "H", "H", "H", "H", "C", "C", "C", "O", "P", "O", "C", "P", "O", "O", "C", "C", "C", "O", "C", "C", "C", "O", "C", "C", "C", "H", "H", "H", "H", "H", "H", "H", "H", "H", "H", "H", "H", "H", "H", "H", "H", "H", "H", "H", "H", "H", "H", "H", "H", "H", "H", "H", "H", "H", "H"],
  "positions_angstrom": [[0.715, 0.567, 0.247], [-2.584, 0.387, -0.867], [-2.018, -0.271, -1.952], [-2.134, -1.653, -2.062], [-2.820, -2.369, -1.091], [-3.388, -1.709, -0.008], [-3.263, -0.333, 0.110], [-2.513, 1.468, -0.796], [-1.520, 0.293, -2.733], [-1.721, -2.169, -2.920], [-2.929, -3.442, -1.185], [-3.936, -2.272, 0.737], [-3.719, 0.184, 0.945], [-1.620, 1.434, 3.408], [-0.973, 0.380, 2.692], [-1.260, -0.899, 3.153], [-1.854, -1.141, 4.377], [-2.105, -2.453, 4.779], [-2.901, -2.760, 6.450], [-1.773, -3.512, 3.968], [-1.176, -3.282, 2.726], [-0.909, -1.973, 2.323], [-0.327, -1.707, 1.139], [-0.853, -4.386, 1.808], [-0.239, -4.217, 0.656], [-0.154, -5.484, 0.085], [0.397, -5.884, -1.131], [0.337, -7.225, -1.446], [-0.258, -8.153, -0.571], [-0.806, -7.772, 0.635], [-0.739, -6.415, 0.938], [-1.180, -5.685, 2.035], [-1.172, 1.562, 4.395], [-2.687, 1.229, 3.504], [-1.474, 2.328, 2.810], [-2.127, -0.336, 5.040], [-1.977, -4.516, 4.313], [-0.183, -2.569, 0.639], [0.859, -5.175, -1.807], [0.753, -7.573, -2.381], [-0.283, -9.195, -0.859], [-1.259, -8.496, 1.297], [-1.664, -6.045, 2.838], [2.742, -1.102, 1.542], [3.764, -1.521, 0.559], [3.241, -2.531, -0.471], [2.660, -1.998, -1.780], [1.242, -1.591, -1.696], [3.210, -0.542, 2.250], [2.388, -1.908, 2.049], [4.622, -1.965, 1.070], [4.129, -0.629, 0.044], [2.511, -3.198, 0.005], [4.081, -3.174, -0.740], [2.800, -2.757, -2.555], [3.228, -1.120, -2.099], [0.648, -2.404, -1.547], [0.955, -1.223, -2.598], [-1.452, 5.635, 1.163], [-0.283, 5.839, 2.086], [0.595, 7.016, 1.765], [0.610, 4.615, 2.113], [0.891, 3.512, 1.074], [-0.262, 2.715, 0.544], [1.750, 4.169, -0.395], [1.864, 2.963, -1.765], [2.310, 1.682, -1.111], [2.669, 3.563, -2.937], [4.104, 4.008, -3.029], [4.135, 5.497, -2.805], [4.984, 3.208, -2.107], [0.435, 2.694, -2.327], [-0.417, 3.444, -3.296], [-0.360, 4.927, -3.042], [-0.044, 3.019, -4.692], [1.872, 2.496, 1.774], [2.958, 2.719, 2.799], [2.316, 2.624, 4.156], [3.733, 3.979, 2.519], [-2.090, 6.517, 1.243], [-2.043, 4.759, 1.420], [-1.149, 5.549, 0.118], [-0.618, 5.869, 3.121], [0.969, 6.970, 0.741], [1.439, 7.082, 2.449], [0.017, 7.937, 1.858], [2.764, 4.464, -0.112], [1.204, 5.048, -0.748], [4.327, 3.771, -4.067], [3.922, 5.756, -1.767], [3.428, 6.010, -3.454], [5.134, 5.872, -3.034], [4.777, 3.419, -1.055], [6.018, 3.501, -2.299], [4.900, 2.135, -2.266], [-1.405, 3.063, -3.037], [0.631, 5.345, -3.225], [-0.687, 5.177, -2.033], [-1.044, 5.420, -3.735], [0.943, 3.374, -4.982], [-0.775, 3.433, -5.388], [-0.069, 1.934, -4.790], [3.591, 1.855, 2.602], [1.656, 3.470, 4.348], [3.097, 2.621, 4.918], [1.744, 1.702, 4.253], [3.113, 4.873, 2.577], [4.241, 3.940, 1.556], [4.504, 4.069, 3.285]],
  "forces_ev_per_a": [[-1.0, -3.8, 0.3], [0.1, 0.1, 0.0], [0.0, -0.1, 0.0], [0.0, 0.0, 0.0], [0.0, 0.0, 0.0], [0.0, 0.0, 0.0], [0.0, 0.0, 0.0], [0.0, 0.0, 0.0], [0.0, 0.0, 0.0], [0.0, 0.0, 0.0], [0.0, 0.0, 0.0], [0.0, 0.0, 0.0], [0.0, 0.0, 0.0], [0.1, 0.1, -0.2], [-0.1, -0.7, 0.1], [0.1, 0.3, 0.0], [0.0, -0.2, 0.1], [0.1, 0.2, -0.2], [-0.1, 0.0, 0.1], [0.0, -0.1, 0.0], [0.0, -0.1, -0.1], [-0.1, -0.1, 0.1], [0.0, 0.1, -0.2], [-0.1, 0.2, 0.3], [0.0, -0.1, 0.0], [0.1, 0.3, -0.1], [0.0, -0.1, 0.0], [-0.1, 0.0, 0.1], [0.1, 0.0, -0.1], [0.0, 0.1, -0.1], [-0.2, -0.1, 0.3], [0.1, 0.0, -0.2], [0.0, 0.0, 0.0], [0.0, 0.0, 0.0], [0.0, 0.0, 0.0], [0.0, 0.0, 0.0], [0.0, 0.0, 0.0], [-0.1, -0.2, 0.2], [0.0, 0.0, 0.0], [0.0, 0.0, 0.0], [0.0, 0.0, 0.0], [0.0, 0.0, 0.0], [0.0, 0.0, 0.0], [0.1, 0.4, 0.0], [0.0, -0.2, -0.1], [0.0, -0.1, 0.1], [0.0, 0.1, -0.1], [0.0, 0.1, 0.1], [0.0, 0.0, 0.0], [0.0, -0.1, -0.1], [0.0, 0.0, 0.0], [0.0, 0.0, 0.0], [0.0, 0.0, 0.0], [0.0, 0.0, 0.0], [0.0, 0.0, 0.0], [0.0, 0.0, 0.0], [0.1, 0.0, 0.1], [0.0, 0.0, 0.0], [-0.2, 0.2, -0.1], [0.4, -0.6, 0.1], [0.0, 0.2, -0.1], [-0.2, 0.4, 0.2], [-0.3, 0.3, -1.1], [-0.3, 1.8, 0.8], [0.0, 0.3, 0.0], [-0.2, -0.7, 1.2], [1.2, 1.4, -1.5], [0.5, 0.2, -0.2], [-0.6, -0.2, 0.0], [0.1, 0.1, 0.0], [0.3, 0.1, 0.1], [-0.2, 0.2, -0.3], [0.3, -0.4, 0.4], [-0.1, 0.2, -0.2], [-0.1, 0.1, -0.2], [0.3, 0.5, 0.4], [-0.5, -0.2, -0.6], [0.1, 0.1, 0.2], [0.2, 0.1, 0.2], [0.0, 0.0, 0.0], [0.0, 0.0, 0.1], [0.1, 0.0, 0.0], [0.0, 0.1, 0.0], [0.0, 0.0, 0.0], [0.0, 0.0, 0.0], [0.0, 0.0, 0.0], [0.0, 0.1, -0.1], [0.1, 0.1, 0.1], [0.0, 0.0, 0.0], [0.0, 0.0, 0.0], [0.0, 0.0, 0.0], [0.0, 0.0, 0.0], [0.0, 0.0, 0.0], [0.0, 0.0, 0.0], [-0.1, 0.0, -0.1], [0.0, 0.0, 0.0], [0.0, -0.1, 0.0], [0.0, 0.0, 0.0], [0.0, 0.0, 0.0], [0.0, 0.0, 0.1], [0.0, 0.0, 0.0], [0.0, 0.0, 0.0], [0.0, 0.0, 0.1], [0.0, 0.0, 0.0], [0.0, 0.0, 0.0], [0.0, 0.0, 0.0], [0.0, 0.0, 0.0], [0.0, 0.0, 0.0], [0.0, 0.0, 0.0]],
  "lowdin_charge": [2.06, -0.12, -0.12, -0.09, -0.07, -0.07, -0.08, 0.10, 0.10, 0.11, 0.11, 0.12, 0.11, -0.05, -0.18, -0.19, -0.05, -0.68, 0.81, -0.07, -0.06, -0.22, -0.16, -0.23, 0.15, -0.21, -0.02, -0.07, -0.07, 0.00, -0.17, 0.19, 0.10, 0.11, 0.07, 0.10, 0.11, 0.05, 0.10, 0.11, 0.11, 0.12, 0.16, -0.08, -0.25, -0.18, -0.26, -0.06, 0.07, 0.08, 0.12, 0.11, 0.11, 0.12, 0.11, 0.11, 0.05, 0.07, -0.03, -0.35, -0.03, -0.17, 0.39, -0.53, -0.19, 0.42, -0.55, -0.16, -0.36, -0.03, -0.04, -0.20, -0.37, -0.03, -0.03, -0.32, -0.36, -0.02, -0.03, 0.11, 0.09, 0.07, 0.15, 0.08, 0.09, 0.10, 0.06, 0.07, 0.15, 0.08, 0.09, 0.10, 0.07, 0.10, 0.09, 0.14, 0.08, 0.06, 0.11, 0.09, 0.10, 0.09, 0.14, 0.09, 0.10, 0.09, 0.08, 0.08, 0.11],
  "homo_lumo_gap_ev": 8.494,
  "charge": 2
}

2.
{
  "formula": "C36H57BaBrN4O8P2",
  "method": "wB97M-V/def2-TZVPD",
  "symbols": ["Ba", "C", "C", "C", "C", "C", "C", "H", "H", "H", "H", "H", "H", "C", "O", "C", "C", "C", "Br", "C", "C", "C", "O", "C", "N", "C", "C", "C", "C", "C", "C", "N", "H", "H", "H", "H", "H", "H", "H", "H", "H", "H", "H", "N", "C", "C", "C", "N", "H", "H", "H", "H", "H", "H", "H", "H", "H", "H", "C", "C", "C", "O", "P", "O", "C", "P", "O", "O", "C", "C", "C", "O", "C", "C", "C", "O", "C", "C", "C", "H", "H", "H", "H", "H", "H", "H", "H", "H", "H", "H", "H", "H", "H", "H", "H", "H", "H", "H", "H", "H", "H", "H", "H", "H", "H", "H", "H", "H", "H"],
  "positions_angstrom": [[0.410, 0.291, -0.434], [2.237, -0.723, 3.700], [2.704, 0.579, 3.824], [1.864, 1.650, 3.547], [0.557, 1.419, 3.136], [0.088, 0.114, 3.014], [0.929, -0.958, 3.296], [2.886, -1.553, 3.947], [3.718, 0.760, 4.159], [2.219, 2.665, 3.685], [-0.113, 2.254, 2.966], [-0.956, -0.060, 2.770], [0.554, -1.974, 3.249], [2.884, -2.369, 0.684], [2.845, -0.943, 0.582], [4.055, -0.289, 0.590], [5.276, -0.940, 0.606], [6.445, -0.187, 0.663], [8.095, -1.086, 0.694], [6.410, 1.188, 0.707], [5.181, 1.847, 0.663], [4.008, 1.107, 0.598], [2.760, 1.718, 0.549], [5.176, 3.317, 0.804], [6.058, 3.961, 1.500], [5.716, 5.305, 1.369], [6.335, 6.434, 1.907], [5.797, 7.664, 1.599], [4.663, 7.784, 0.776], [4.033, 6.676, 0.246], [4.586, 5.440, 0.565], [4.217, 4.137, 0.236], [3.418, -2.680, 1.582], [3.350, -2.808, -0.199], [1.849, -2.700, 0.743], [5.342, -2.017, 0.586], [7.312, 1.777, 0.783], [2.796, 2.508, 1.110], [7.210, 6.335, 2.535], [6.256, 8.561, 1.993], [4.276, 8.769, 0.553], [3.161, 6.774, -0.388], [3.634, 3.885, -0.542], [2.401, 0.782, -2.539], [1.861, 0.821, -3.917], [1.060, 2.082, -4.206], [-0.283, 2.230, -3.500], [-0.151, 2.682, -2.096], [2.937, 1.628, -2.372], [3.079, 0.027, -2.476], [1.222, -0.056, -4.053], [2.663, 0.743, -4.655], [0.866, 2.095, -5.281], [1.676, 2.968, -4.013], [-0.809, 1.269, -3.497], [-0.907, 2.916, -4.077], [-1.082, 2.853, -1.721], [0.320, 3.580, -2.085], [-1.685, -2.286, -4.296], [-2.297, -3.378, -3.451], [-3.648, -3.822, -3.954], [-2.511, -2.869, -2.070], [-1.364, -2.778, -1.017], [-0.167, -1.997, -1.455], [-2.174, -2.064, 0.415], [-3.036, -0.493, 0.325], [-2.173, 0.634, -0.137], [-3.507, -0.387, 1.819], [-4.199, 0.828, 2.321], [-3.179, 1.713, 2.997], [-5.294, 0.354, 3.243], [-4.284, -0.633, -0.595], [-5.540, -1.335, -0.246], [-5.707, -2.485, -1.208], [-6.658, -0.324, -0.326], [-0.873, -4.199, -0.610], [-1.513, -5.396, -0.033], [-2.933, -5.586, -0.511], [-1.372, -5.344, 1.472], [-1.576, -2.651, -5.318], [-0.703, -1.993, -3.928], [-2.342, -1.414, -4.311], [-1.618, -4.231, -3.368], [-4.323, -2.969, -4.026], [-4.100, -4.570, -3.304], [-3.537, -4.257, -4.947], [-1.407, -1.969, 1.196], [-2.891, -2.791, 0.808], [-4.620, 1.343, 1.454], [-2.732, 1.202, 3.851], [-3.669, 2.617, 3.359], [-2.396, 2.007, 2.298], [-4.871, -0.204, 4.079], [-6.009, -0.284, 2.724], [-5.832, 1.214, 3.640], [-5.430, -1.706, 0.777], [-5.828, -2.114, -2.226], [-6.601, -3.049, -0.940], [-4.850, -3.155, -1.185], [-6.702, 0.104, -1.328], [-6.533, 0.484, 0.392], [-7.609, -0.816, -0.120], [-0.892, -6.200, -0.425], [-3.604, -4.808, -0.142], [-3.298, -6.540, -0.130], [-2.990, -5.615, -1.597], [-2.004, -4.573, 1.916], [-0.336, -5.166, 1.759], [-1.678, -6.302, 1.894]],
  "forces_ev_per_a": [[1.0, 0.7, 0.0], [0.0, 0.0, 0.0], [0.0, 0.0, 0.0], [0.0, 0.0, 0.0], [0.0, 0.0, 0.0], [-0.1, 0.0, -0.1], [0.0, 0.0, 0.0], [0.0, 0.0, 0.0], [0.0, 0.0, 0.0], [0.0, 0.0, 0.0], [0.0, 0.0, 0.0], [0.0, 0.0, 0.0], [0.0, 0.0, 0.0], [0.0, 0.0, 0.0], [-0.1, 0.1, -0.2], [-0.1, 0.0, 0.0], [0.0, 0.0, 0.0], [0.0, 0.0, 0.0], [0.1, 0.0, 0.0], [0.0, 0.0, 0.0], [0.0, 0.1, 0.1], [0.0, 0.0, -0.1], [-0.1, -0.2, 0.0], [0.0, -0.2, -0.1], [-0.1, 0.2, 0.0], [0.1, -0.1, 0.1], [0.0, 0.0, 0.0], [-0.1, 0.0, 0.0], [0.0, 0.0, 0.0], [0.0, 0.0, 0.0], [-0.2, 0.0, -0.1], [0.0, 0.1, 0.1], [0.0, 0.0, 0.0], [0.0, 0.0, 0.0], [0.0, 0.0, 0.0], [0.0, 0.0, 0.0], [0.0, 0.0, 0.0], [-0.1, 0.0, 0.0], [0.0, 0.0, 0.0], [0.0, 0.0, 0.0], [0.0, 0.0, 0.0], [0.0, 0.0, 0.0], [0.0, 0.0, 0.0], [-0.2, -0.1, 0.1], [0.0, 0.0, 0.0], [0.0, 0.0, 0.0], [0.0, -0.1, 0.0], [-0.1, -0.3, 0.1], [0.0, 0.0, 0.0], [0.0, 0.0, 0.0], [0.0, 0.0, 0.0], [0.0, 0.0, 0.0], [0.0, 0.0, 0.0], [0.0, 0.0, 0.0], [0.0, 0.0, 0.0], [0.0, 0.0, 0.0], [0.0, 0.1, -0.1], [0.0, 0.0, 0.0], [0.0, 0.0, -0.1], [0.0, 0.0, 0.1], [0.0, 0.0, 0.0], [0.0, 0.0, -0.1], [0.2, -0.3, -0.4], [-0.3, 0.1, 0.3], [0.0, -0.2, 0.4], [-0.4, 0.5, 0.0], [0.1, -0.4, 0.0], [0.0, 0.1, 0.0], [0.0, 0.0, -0.1], [0.0, 0.0, 0.0], [0.0, 0.0, 0.0], [0.0, 0.0, 0.0], [0.1, 0.0, 0.0], [-0.1, 0.0, 0.0], [0.0, 0.0, 0.0], [0.1, -0.1, 0.0], [0.0, 0.0, 0.0], [0.0, 0.0, 0.0], [0.0, 0.0, 0.0], [0.0, 0.0, 0.0], [0.0, 0.0, 0.0], [0.0, 0.0, 0.0], [0.0, 0.0, 0.0], [0.0, 0.0, 0.0], [0.0, 0.0, 0.0], [0.0, 0.0, 0.0], [0.0, 0.0, 0.0], [0.0, 0.0, 0.0], [0.0, 0.0, 0.0], [0.0, 0.0, 0.0], [0.0, 0.0, 0.0], [0.0, 0.0, 0.0], [0.0, 0.0, 0.0], [0.0, 0.0, 0.0], [0.0, 0.0, 0.0], [0.0, 0.0, 0.0], [0.0, 0.0, 0.0], [0.0, 0.0, 0.0], [0.0, 0.0, 0.0], [0.0, 0.0, 0.0], [0.0, 0.0, 0.0], [0.0, 0.0, 0.0], [0.0, 0.0, 0.0], [0.0, 0.0, 0.0], [0.0, 0.0, 0.0], [0.0, 0.0, 0.0], [0.0, 0.0, 0.0], [0.0, 0.0, 0.0], [0.0, 0.0, 0.0]],
  "lowdin_charge": [1.93, -0.07, -0.05, -0.08, -0.10, -0.15, -0.09, 0.12, 0.12, 0.12, 0.10, 0.07, 0.11, -0.05, -0.23, -0.22, -0.05, -0.67, 0.82, -0.05, -0.07, -0.20, -0.09, -0.28, 0.20, -0.21, 0.00, -0.07, -0.08, -0.02, -0.19, 0.15, 0.10, 0.11, 0.08, 0.11, 0.12, 0.10, 0.12, 0.11, 0.11, 0.11, 0.15, -0.08, -0.26, -0.19, -0.26, -0.09, 0.07, 0.08, 0.11, 0.12, 0.12, 0.12, 0.11, 0.12, 0.07, 0.08, -0.03, -0.39, -0.03, -0.19, 0.42, -0.49, -0.22, 0.42, -0.46, -0.19, -0.40, -0.04, -0.03, -0.15, -0.40, -0.03, -0.02, -0.16, -0.38, -0.03, -0.03, 0.10, 0.06, 0.10, 0.15, 0.09, 0.08, 0.10, 0.08, 0.08, 0.14, 0.10, 0.10, 0.07, 0.10, 0.08, 0.10, 0.13, 0.09, 0.10, 0.05, 0.10, 0.07, 0.10, 0.15, 0.07, 0.11, 0.08, 0.08, 0.09, 0.10],
  "homo_lumo_gap_ev": 7.955,
  "charge": 2
}

Let's list energy relative to the best compared isomer or geometry (same formula, charge and spin) in order: 32.51 33.71 kcal per mole.
Let's list LUMO level in order: -3.86 -4.24 eV.